DFT (ωB97M-V/def2-TZVPD) results for 2 unconnected molecules or ions with the total composition C3H5N3 at a distorted geometry.

Cartesian coordinates (Å):
N -3.383683 -0.203160 1.052706
N -2.304931 -0.498587 0.521113
H 2.964105 -0.031789 0.285088
H 1.345212 0.473868 0.834160
N 1.086887 0.104069 -2.262892
H 2.467761 1.671205 0.131165
C -1.189220 -0.639316 0.121747
H -3.842256 -1.064432 1.360825
C 2.123018 0.635543 0.081224
C 1.564379 0.349022 -1.237943
H -0.831271 -0.796424 -0.887194

Forces on the atoms, in the same order (eV/Å):
0.2093 -0.1122 -0.0942
0.4453 -0.0560 -0.1051
-0.1214 0.0895 -0.0447
0.1249 0.0270 -0.1152
0.4989 0.2450 1.0029
-0.0625 -0.1428 -0.0294
-0.6997 0.0747 0.1657
0.0427 0.0631 -0.0334
0.0171 0.0074 0.0598
-0.3973 -0.2111 -0.8840
-0.0573 0.0155 0.0777

Results
ΔE to the lowest compared entry with this formula, charge and spin = 80.99 kcal/mol
Spin multiplicity = 1
Net charge = 0
HOMO-LUMO gap = 9.9 eV
Strongest force on any atom = 1.15 eV/A
Calculated total energy = -281.46098 hartree
LUMO = 0.748 eV

Atom charges from the Mulliken analysis, given in e for atoms 1 to 4: -0.85, 0.54, 0.25, 0.27

DFT (ωB97M-V/def2-TZVPD) results for a molecular structure, C27H26F6GaN5O4S2Si at a distorted geometry.

Cartesian coordinates (Å):
N 6.530803 1.098969 -1.858759
C 2.337300 0.051195 1.841308
C 0.752696 -0.860633 3.893852
H 2.566148 -1.285352 4.954460
F -0.760389 -3.291504 -1.792251
C -2.164036 2.308381 -3.045000
H -3.674799 0.436785 -6.047897
C 4.754814 -0.529622 -1.838340
C 0.963538 0.008652 1.604696
C 0.878154 -0.867945 -3.517562
H -1.518815 -0.278944 -5.129384
N -1.775014 0.413161 1.949040
C -3.246372 0.971783 -5.209553
C -3.167131 0.559865 2.227110
C -5.838718 0.952298 2.853465
C 4.294909 1.736304 -1.231047
H 2.311522 1.931171 -3.199745
C 2.990911 1.350127 -1.025264
H 7.169224 0.418815 -2.224968
C -5.956765 -0.466722 -1.076707
C 0.189206 -0.391565 2.706472
H -1.750059 2.823019 -2.181381
H -3.424156 -1.421328 2.977842
C 2.121587 -0.890224 4.050472
O -1.381505 -1.748280 0.123320
S -2.556728 -1.686845 -0.760983
C 3.426626 -0.805541 -1.594963
C -3.759358 1.790823 1.985554
H -4.866271 2.368465 -5.076839
C -5.246246 -0.281983 3.088147
F -2.091382 -2.536366 -3.289895
N -1.210062 -0.304859 2.779422
S -5.130297 -2.151352 -1.092777
C -1.481816 1.210367 -3.574581
H 2.245826 2.069655 -0.695133
Ga -0.139818 0.231126 -0.223617
F -2.744226 -4.105708 -1.928659
C 5.225464 0.776885 -1.653637
O -6.165933 -3.016573 -0.641633
H 1.089884 3.045987 -2.583763
H 1.927550 -0.703283 -3.761656
H -5.829752 -1.097638 3.494846
H 0.996985 2.479505 -4.250001
N 2.536585 0.106640 -1.201568
H -3.169447 2.593913 1.560045
C -3.908237 -0.471380 2.801366
Si 0.142059 0.705996 -2.764986
C 1.251132 2.180566 -3.231081
H 4.600929 2.761589 -1.063542
H 3.016131 0.423636 1.103275
H -5.543669 2.960758 2.171973
F -6.563328 -0.339769 -2.258530
C -2.050528 -2.986276 -2.047323
H 5.428346 -1.312079 -2.164943
O -4.651456 -2.262207 -2.442447
C 2.909447 -0.392334 3.028082
C -2.032072 0.560495 -4.675509
N -3.879309 -2.155387 -0.072210
C -3.362588 2.738154 -3.588312
O -2.675226 -0.419556 -1.435863
H 6.836652 2.049494 -1.776129
H 0.349469 -1.154609 -4.427437
F -5.150604 0.571273 -0.896151
H 0.818194 -1.704294 -2.820654
H -6.887383 1.105861 3.073756
C -5.087171 1.991251 2.323910
F -6.898999 -0.435192 -0.129891
H 3.986085 -0.356881 3.142438
C -3.913873 2.057690 -4.665971
H 0.086756 -1.167220 4.690415
H -3.871940 3.594714 -3.164237
H 3.045944 -1.811945 -1.728612

Forces on the atoms, in the same order (eV/Å):
-0.1240 -0.0513 0.0415
-0.1335 -0.0621 -0.1374
-0.2396 0.0471 -0.0603
-0.0091 0.0722 0.0209
-0.0554 -0.0070 -0.0516
0.0617 -0.0810 -0.0378
0.0114 0.0112 0.0058
0.0620 -0.0124 0.0112
-0.9959 -0.0894 -0.4962
-0.3000 0.0916 0.2331
-0.0659 -0.0561 0.0588
0.2726 0.1548 -0.2006
0.0143 0.0204 -0.0524
-0.4964 -0.0482 0.0479
0.0258 0.0731 -0.0131
0.1000 0.0373 0.0935
-0.1042 0.0446 -0.1041
0.0234 -0.2160 0.1040
0.0434 0.0339 -0.0135
-0.2462 0.0215 0.2009
0.6642 -0.1435 -0.1981
-0.0767 0.0439 -0.0012
-0.0456 -0.0249 -0.0098
0.1321 -0.0110 -0.0041
-0.0979 0.4879 0.2583
0.0461 0.4418 -0.5831
0.0097 -0.0048 0.0100
0.2177 0.0214 -0.1506
0.0189 0.0111 0.0063
-0.0333 0.0320 0.0189
-0.2023 0.1311 0.0490
-0.4779 0.1741 0.2331
-0.1142 -0.1197 -0.5212
0.0269 -0.1606 0.4077
0.1382 0.0717 0.0156
0.9296 -0.4204 0.8416
-0.0510 0.0780 -0.0143
-0.0555 0.0168 0.0141
0.0804 -0.0496 0.3704
-0.0201 0.0294 -0.0838
-0.0558 0.0576 -0.0182
0.0122 0.0023 -0.0147
-0.1411 -0.0896 0.0174
0.0197 0.1336 0.0297
0.0062 -0.0323 -0.0246
0.1778 -0.0996 -0.2130
-0.1410 0.2011 -0.2424
0.0673 -0.1398 0.3722
-0.0451 -0.0027 -0.0047
0.1405 -0.0210 -0.2860
0.0183 -0.0134 -0.0688
0.0666 0.0386 0.0366
0.4494 -0.2379 0.1145
-0.0396 -0.0228 0.0242
-0.1830 0.0220 -0.1141
0.0197 0.0164 0.0997
0.0189 -0.0231 0.0110
0.1296 -0.0598 0.1649
0.0059 0.0540 0.0566
0.4579 -0.1058 -0.1563
0.0540 0.0058 -0.0353
-0.0393 0.0202 0.0293
0.0768 -0.1668 0.0139
0.0101 -0.0396 -0.0854
0.0203 -0.0179 0.0273
-0.1490 0.0157 -0.0013
0.1447 0.0053 0.0641
-0.0061 0.0049 -0.0338
-0.0246 -0.0178 -0.0081
-0.0299 -0.0456 -0.0614
-0.0285 -0.0298 0.0009
0.0531 -0.0011 -0.0034

Results
ΔE to the lowest compared entry with this formula, charge and spin = 47.94 kcal/mol
Spin multiplicity = 1
Net charge = 0
HOMO-LUMO gap = 8.2 eV
Strongest force on any atom = 1.32 eV/A
Calculated total energy = -5229.01266 hartree
LUMO = -0.637 eV

Atom charges from the Mulliken analysis, given in e for atoms 1 to 4: -0.46, 0.32, -0.45, 0.38

DFT (ωB97M-V/def2-TZVPD) results for a molecular structure, CH10N5 at a distorted geometry.

Cartesian coordinates (Å):
N -1.070289 1.067787 2.111271
H 1.775507 -1.780988 -1.531920
H -1.038927 2.043864 -1.958514
H 0.239017 1.002301 -2.512695
H 0.349578 -0.173661 2.764134
N 0.890381 -1.537326 -1.122348
H -1.387740 0.426914 -2.448367
N 0.044391 0.181446 1.843913
H -0.865881 2.059608 2.066255
H 0.333093 -2.366889 -1.228721
N 1.123475 -1.184656 0.245268
N -0.650107 0.986987 -2.059066
H 1.525084 -1.827325 0.993489
C 0.307050 -0.193550 0.597496
H -0.242873 0.480713 -0.863882
H -1.331757 0.814775 3.103687

Forces on the atoms, in the same order (eV/Å):
-0.4998 -1.1937 1.1502
0.5106 0.1055 -0.2264
1.2968 -3.3081 -0.2751
0.2373 -0.1699 -1.0410
0.5536 -0.3876 -1.2762
1.2193 -0.1854 0.3877
0.1305 -0.3831 -0.5147
-0.1319 0.4369 0.3004
0.7012 -0.1257 0.0894
-0.5150 -0.3821 0.5003
-0.5094 -0.3141 1.3619
-0.7857 3.1560 3.2953
-0.5285 0.6303 -1.7687
-1.1116 1.1408 -0.5691
-0.6369 0.2147 0.2365
0.0693 0.7655 -1.6505

Results
ΔE to the lowest compared entry with this formula, charge and spin = 73.59 kcal/mol
Spin multiplicity = 1
Net charge = +1
HOMO-LUMO gap = 10.4 eV
Strongest force on any atom = 4.63 eV/A
Calculated total energy = -317.51880 hartree
LUMO = -2.662 eV

Atom charges from the Mulliken analysis, given in e for atoms 1 to 4: -0.60, 0.25, 0.37, 0.35